1.
Below is a structure of composition C21H26F5N7O9STeTi, with properties calculated with wB97M-V/def2-TZVPD.

The geometry in XYZ format:
```
71
Properties=species:S:1:pos:R:3:forces:R:3
Ti -0.783 1.653 -1.515 -0.732 -1.091 -2.055
O 0.229 1.604 -3.098 -0.947 1.728 1.129
C 0.098 2.783 -3.920 -0.618 0.304 -0.186
C -0.101 4.088 -3.112 -0.976 -0.669 0.562
N -1.286 3.882 -2.151 1.178 -1.570 -0.008
C -2.590 3.835 -2.778 -1.608 0.549 1.050
C -3.389 2.456 -2.592 0.952 1.726 -0.837
O -4.599 2.371 -2.610 1.174 -0.125 0.244
O -2.477 1.533 -2.550 0.419 -0.979 1.043
C -1.165 4.609 -0.875 0.355 0.289 -0.393
C -0.015 3.962 -0.076 0.671 1.390 1.927
O 0.612 4.637 0.725 -0.902 -1.427 -1.409
O 0.213 2.653 -0.309 -0.470 0.677 -0.509
H 2.546 -0.911 -0.773 1.067 0.491 -0.170
H -0.712 2.653 -4.671 0.144 -0.168 0.626
H 0.980 2.945 -4.516 0.654 -0.261 -0.121
H -0.133 5.014 -3.754 -0.456 -0.901 0.571
H 0.746 4.186 -2.456 0.526 0.161 0.206
H -2.400 4.027 -3.814 -0.616 -0.002 -0.776
H -3.219 4.622 -2.332 0.104 -0.049 -0.517
H -2.123 4.620 -0.291 0.917 -0.301 -0.564
H -0.861 5.653 -1.077 -0.230 -0.348 0.283
N 3.393 -6.227 3.055 0.808 -0.096 0.038
C 3.446 -4.854 3.196 -0.197 -0.142 -0.338
C 4.624 -4.208 3.666 -1.053 -1.631 -0.540
C 4.618 -2.837 3.703 0.152 -0.604 1.283
C 3.484 -2.165 3.368 -1.388 2.316 -2.653
C 2.348 -2.745 2.799 0.958 -1.436 1.233
C 2.322 -4.130 2.775 -1.659 0.040 -0.190
S 3.502 -0.387 3.011 2.570 -0.663 0.912
O 2.372 0.167 3.684 -0.447 0.534 -0.003
O 4.864 0.024 3.365 -1.553 0.116 -0.470
N 3.166 -0.278 1.397 1.277 -0.285 -0.592
C 4.098 -0.324 0.445 -2.046 -0.287 0.586
N 5.428 -0.129 0.513 0.347 -1.236 -0.924
C 6.067 -0.307 -0.634 1.133 2.290 0.346
C 5.503 -0.241 -1.935 -0.489 0.104 0.476
C 4.145 -0.346 -1.986 1.243 -1.257 1.144
N 3.545 -0.633 -0.820 -1.533 0.529 0.867
H 4.249 -6.692 3.274 0.044 -0.479 0.191
H 2.552 -6.769 3.121 -0.075 0.284 0.028
H 5.461 -4.855 3.986 -0.423 0.685 -0.106
H 5.377 -2.334 4.249 0.881 0.627 -0.263
H 1.533 -2.132 2.481 -0.369 0.168 -0.203
H 1.348 -4.649 2.468 1.733 0.532 0.280
H 7.158 -0.161 -0.533 -0.501 -0.513 -0.164
H 6.042 -0.030 -2.834 0.524 -0.147 -0.080
H 3.624 -0.431 -2.902 -0.869 0.136 -0.587
F 1.404 -1.659 -2.170 -0.865 -0.043 -0.242
Te -0.425 -1.995 -1.802 1.433 -0.583 -0.632
F 0.214 -2.563 -0.092 -0.933 0.416 -1.344
F -0.941 -1.561 -3.577 0.523 -0.436 1.344
F -2.150 -2.588 -1.482 0.271 0.186 0.246
F -0.020 -3.731 -2.419 -0.461 1.034 0.393
O -0.657 -0.276 -1.235 -0.135 0.493 0.396
N -2.501 1.907 0.286 -0.723 -0.927 -0.340
C -3.399 1.150 0.354 0.909 0.518 -0.240
N -4.360 0.259 0.377 -0.197 1.200 0.845
C -5.767 0.728 0.222 -0.191 -1.302 -0.341
C -6.496 0.598 1.533 -0.430 -0.621 0.677
O -6.468 -0.780 1.977 0.230 0.393 -0.227
C -5.177 -1.370 2.195 -0.199 0.944 -1.129
C -4.113 -1.003 1.092 -0.341 -1.006 0.010
H -6.249 0.036 -0.495 0.240 0.447 0.151
H -5.792 1.730 -0.172 0.184 0.291 -0.199
H -7.576 0.868 1.448 0.864 -0.328 -0.136
H -6.071 1.262 2.293 0.174 -0.063 0.076
H -5.367 -2.446 2.227 0.234 0.178 -0.121
H -4.747 -1.066 3.144 -0.203 0.234 0.359
H -4.015 -1.749 0.294 -0.212 -0.194 0.412
H -3.167 -0.956 1.629 0.152 0.158 -0.328
```
Positions in Å, forces in eV/Å.

The spin multiplicity is 1. As for the net charge: 0. The HOMO energy is -7.63 eV. The HOMO-LUMO gap comes out at 5.697 eV.


2.
Below is a cluster of 6 separate species, C21H26F9NO17P in total, with properties calculated with wB97M-V/def2-TZVPD.

The geometry in XYZ format:
```
75
Properties=species:S:1:pos:R:3:forces:R:3
O -1.609 3.950 2.006 0.025 -0.012 -0.015
P -1.017 3.315 0.806 -0.225 -0.019 0.113
C -1.515 1.518 0.687 0.035 0.082 0.020
C -2.521 1.166 1.796 0.001 0.019 0.033
N -3.795 0.617 1.181 -0.010 -0.068 -0.014
C -4.337 1.329 -0.034 -0.016 0.012 0.138
C -5.078 2.596 0.395 0.205 -0.038 -0.183
F -4.196 3.455 0.945 -0.122 0.145 -0.049
F -5.578 3.147 -0.729 0.015 -0.044 0.005
C -6.238 2.330 1.385 -0.280 -0.175 -0.050
F -5.764 2.468 2.645 0.107 -0.079 0.083
F -7.235 3.191 1.175 0.056 0.192 0.115
C -3.183 1.595 -1.027 0.045 0.231 -0.055
O -1.962 1.065 -0.578 -0.091 -0.240 0.031
H 0.373 3.268 0.744 0.135 0.011 -0.092
H -1.401 3.824 -0.446 0.088 0.062 -0.063
H -0.598 0.967 0.859 0.114 -0.121 -0.022
H -2.766 2.027 2.420 -0.076 0.028 -0.108
H -2.146 0.361 2.423 -0.010 0.021 0.063
H -4.505 0.595 1.916 0.031 -0.056 0.036
H -3.619 -0.353 0.917 0.052 0.031 -0.078
H -5.077 0.674 -0.494 0.001 -0.108 0.131
H -6.638 1.313 1.291 -0.032 0.038 -0.117
H -3.397 1.085 -1.961 0.011 0.024 -0.054
H -3.116 2.665 -1.237 -0.010 0.003 0.065
C 3.549 -1.056 0.129 0.034 0.007 0.097
C 2.265 -1.822 -0.130 -0.003 0.043 -0.113
O 1.284 -0.780 -0.076 -0.001 -0.059 -0.215
C 1.894 0.397 -0.346 -0.180 0.008 0.089
O 1.290 1.409 -0.556 0.057 0.060 0.067
O 3.216 0.277 -0.311 0.063 0.006 0.004
F 1.990 -2.715 0.846 -0.039 0.058 0.139
H 3.742 -1.027 1.202 0.072 -0.074 -0.002
H 4.416 -1.433 -0.398 -0.095 0.113 -0.101
H 2.197 -2.311 -1.099 0.045 -0.082 0.125
C 5.052 0.023 -5.415 -0.072 0.022 -0.026
C 4.276 1.252 -4.969 0.043 -0.073 0.132
O 3.235 0.684 -4.188 0.049 0.111 0.125
C 3.637 -0.528 -3.744 -0.021 0.023 -0.052
O 3.071 -1.161 -2.911 -0.026 -0.048 -0.051
O 4.769 -0.908 -4.362 0.026 -0.062 -0.037
F 3.734 1.929 -6.002 -0.057 -0.065 -0.080
H 4.640 -0.354 -6.351 0.036 0.035 -0.035
H 6.123 0.170 -5.498 0.014 -0.006 0.081
H 4.836 1.951 -4.346 -0.003 0.064 -0.074
C 5.025 -6.455 -1.520 -0.053 -0.090 -0.004
C 3.864 -5.652 -2.080 0.082 0.092 0.075
O 3.762 -4.584 -1.151 0.014 0.081 -0.162
C 4.965 -4.432 -0.536 -0.098 -0.053 0.034
O 5.238 -3.504 0.157 0.049 -0.048 0.064
O 5.785 -5.441 -0.849 0.078 -0.032 0.008
F 2.701 -6.341 -2.089 -0.017 -0.060 0.091
H 4.671 -7.179 -0.785 0.000 0.037 -0.081
H 5.645 -6.933 -2.271 0.039 0.074 -0.025
H 4.024 -5.235 -3.076 -0.052 -0.052 -0.031
C -7.469 6.802 1.005 -0.007 -0.031 0.002
C -8.120 7.173 -0.315 0.032 0.083 0.055
O -9.346 7.726 0.094 0.001 0.154 -0.083
C -9.219 8.187 1.374 0.027 -0.140 0.001
O -10.003 8.871 1.928 -0.033 0.002 0.014
O -8.050 7.743 1.903 0.002 0.017 0.067
F -8.346 6.085 -1.095 -0.052 -0.076 0.053
H -7.770 5.793 1.291 0.029 -0.029 -0.052
H -6.387 6.894 1.016 -0.006 0.100 0.020
H -7.574 7.910 -0.907 0.021 -0.073 -0.068
C 6.266 -5.981 4.476 -0.027 0.079 -0.025
C 4.817 -5.531 4.544 -0.005 -0.126 -0.056
O 4.398 -5.648 3.197 -0.133 -0.116 0.049
C 5.200 -6.545 2.567 0.082 0.121 0.042
O 4.991 -6.992 1.489 -0.065 0.000 -0.017
O 6.253 -6.857 3.345 0.068 -0.020 -0.024
F 4.687 -4.244 4.940 0.073 0.065 -0.053
H 6.909 -5.126 4.265 0.003 0.015 0.056
H 6.614 -6.517 5.353 -0.032 -0.068 -0.021
H 4.172 -6.152 5.168 -0.008 0.077 0.064
```
Positions in Å, forces in eV/Å.

The spin multiplicity is 1. As for the net charge: +1. The HOMO energy is -12.88 eV. The HOMO-LUMO gap comes out at 9.593 eV.


3.
Below is a structure of composition C21H26FN5O3S, with properties calculated with wB97M-V/def2-TZVPD.

The geometry in XYZ format:
```
57
Properties=species:S:1:pos:R:3:forces:R:3
C -2.620 -3.939 1.406 0.229 0.079 -0.037
C -1.413 -3.018 1.263 -0.316 -0.024 0.120
C -1.665 -1.693 1.980 0.168 -0.192 -0.139
H -1.986 -1.923 2.998 -0.025 0.023 0.013
C -0.474 -0.711 2.083 -0.055 -0.357 0.141
N -0.625 0.485 1.239 -0.014 -0.073 -0.003
C -0.787 0.428 -0.108 0.061 -0.005 0.068
O -0.955 -0.647 -0.696 -0.214 -0.171 0.026
C -0.686 1.644 -0.892 0.142 0.714 -0.420
C -0.873 1.668 -2.282 0.038 0.070 0.690
N -1.296 0.662 -3.050 -0.132 -0.414 -0.330
H -1.412 -0.245 -2.625 0.043 0.117 -0.072
H -1.345 0.830 -4.046 -0.007 -0.058 0.108
C -0.555 2.970 -2.787 0.081 -0.156 0.647
N -0.146 3.837 -1.886 0.041 0.122 -0.407
S -0.121 3.214 -0.395 -0.111 -0.256 -0.387
C -0.645 3.325 -4.218 0.089 0.445 -0.217
O -0.991 2.521 -5.070 -0.068 -0.191 -0.076
N -0.312 4.600 -4.488 0.047 0.223 -0.101
H -0.026 5.207 -3.739 0.006 0.018 -0.015
H -0.335 4.932 -5.438 -0.014 -0.078 0.054
C -0.627 1.708 1.950 -0.113 0.438 0.221
C -1.774 2.500 1.963 0.153 -0.182 0.217
C -1.799 3.674 2.690 0.103 0.142 0.148
C -0.673 4.037 3.408 -0.035 -0.081 -0.108
C 0.469 3.257 3.424 -0.085 0.163 0.070
C 0.488 2.084 2.693 -0.177 0.020 -0.133
H 1.362 1.452 2.701 0.118 -0.086 -0.010
H 1.324 3.567 4.004 0.077 0.054 0.070
F -0.694 5.180 4.118 0.009 -0.105 -0.057
H -2.677 4.300 2.713 -0.073 0.089 0.008
H -2.641 2.190 1.399 -0.071 -0.043 -0.060
H -0.463 -0.323 3.107 0.096 -0.112 -0.292
C 0.926 -1.337 1.895 -0.467 0.309 0.024
O 1.685 -1.440 2.839 0.226 -0.063 0.428
N 1.222 -1.687 0.641 0.096 -0.124 -0.527
H 0.517 -1.573 -0.078 -0.089 0.049 0.194
C 2.510 -2.185 0.219 0.428 -0.071 0.230
C 2.341 -3.438 -0.642 -0.015 0.012 0.087
H 1.596 -4.116 -0.229 0.033 -0.076 0.068
H 3.294 -3.964 -0.694 0.037 -0.033 0.013
C 1.943 -2.904 -2.025 0.003 -0.093 -0.094
H 2.381 -3.508 -2.818 -0.089 -0.035 -0.043
H 0.860 -2.937 -2.149 -0.058 -0.042 -0.063
C 2.442 -1.446 -2.081 0.073 0.098 -0.087
H 3.102 -1.276 -2.931 -0.048 0.069 -0.045
H 1.599 -0.762 -2.180 -0.026 0.054 -0.053
C 3.168 -1.201 -0.754 -0.020 -0.009 0.094
H 3.080 -0.170 -0.414 0.069 0.027 0.061
H 4.227 -1.444 -0.845 0.075 -0.006 0.005
H 3.102 -2.354 1.122 -0.074 0.004 -0.136
H -2.491 -1.176 1.487 -0.031 0.015 0.077
H -1.231 -2.837 0.204 0.118 -0.038 0.052
H -0.535 -3.505 1.693 0.051 -0.025 -0.063
H -3.507 -3.475 0.981 -0.141 0.011 -0.037
H -2.443 -4.878 0.887 -0.065 -0.117 -0.029
H -2.815 -4.159 2.454 -0.076 -0.054 0.104
```
Positions in Å, forces in eV/Å.

The spin multiplicity is 1. As for the net charge: 0. The HOMO energy is -8.35 eV. The HOMO-LUMO gap comes out at 8.071 eV.


4.
Below is a structure of composition C21H26MoN4O5S2Si, with properties calculated with wB97M-V/def2-TZVPD.

The geometry in XYZ format:
```
60
Properties=species:S:1:pos:R:3:forces:R:3
Mo 0.312 -0.074 0.116 0.628 -0.830 1.633
C -1.806 -6.465 -1.478 0.043 0.094 0.254
Si -1.096 -5.636 0.063 -0.152 -0.295 -0.018
C -1.856 -6.364 1.628 0.122 0.051 -0.235
C 0.762 -5.911 0.061 -0.206 0.233 0.029
C -1.693 -3.826 -0.030 0.246 0.005 0.012
C -3.045 -3.591 -0.239 0.143 -0.022 0.000
C -3.542 -2.297 -0.376 -0.073 -0.099 -0.056
C -2.666 -1.241 -0.317 -0.079 0.213 -0.095
N -1.356 -1.428 -0.104 -0.463 -0.846 -0.249
C -0.881 -2.681 0.053 -0.242 -0.135 0.041
S 0.803 -2.607 0.398 0.159 0.533 -0.092
H -1.520 -7.518 -1.508 -0.002 -0.005 0.016
H -1.422 -5.990 -2.383 0.014 0.017 0.009
H -2.896 -6.417 -1.512 0.003 -0.001 0.000
H -1.602 -7.423 1.715 -0.007 -0.004 0.004
H -2.945 -6.283 1.629 -0.003 0.017 -0.021
H -1.481 -5.858 2.520 0.018 0.021 -0.012
H 0.968 -6.984 0.039 -0.085 -0.012 -0.005
H 1.239 -5.489 0.943 0.026 -0.010 0.031
H 1.227 -5.458 -0.815 0.016 -0.007 -0.016
H -3.727 -4.432 -0.306 -0.032 0.023 -0.016
H -4.593 -2.115 -0.550 0.003 0.021 0.000
H -2.997 -0.221 -0.443 0.077 0.017 0.000
O 2.831 6.713 -0.217 -0.051 0.184 0.062
C 1.641 6.435 -0.023 -0.104 -0.767 0.016
O 0.604 7.091 0.126 0.081 0.158 -0.018
C 1.386 4.870 0.039 0.300 0.667 0.032
C 2.435 3.982 0.236 -0.200 -0.075 -0.048
C 2.188 2.623 0.250 0.134 -0.076 0.069
N 0.963 2.109 0.072 -0.046 0.078 0.062
C -0.052 2.980 -0.093 0.116 0.228 -0.026
C 0.109 4.350 -0.107 -0.184 -0.448 0.006
C -1.371 2.308 -0.232 0.042 0.625 0.030
O -2.435 2.871 -0.309 0.039 -0.164 0.056
O -1.224 1.005 -0.225 -1.491 0.504 -0.433
H 3.436 4.368 0.369 -0.004 0.046 -0.067
H 2.996 1.924 0.406 -0.043 -0.011 0.037
H -0.745 5.002 -0.231 0.044 0.055 0.005
C 3.100 -0.505 -1.859 -0.120 -0.011 0.045
C 2.071 -0.298 -0.815 0.920 -0.101 -0.562
O 2.349 -0.176 0.389 0.353 0.061 -0.080
H 4.098 -0.357 -1.449 0.007 -0.014 -0.004
H 2.924 0.160 -2.703 -0.061 -0.012 -0.004
H 2.997 -1.532 -2.217 -0.032 0.010 -0.038
C -3.063 -1.338 2.948 -0.005 -0.158 0.055
N -2.892 0.086 2.804 0.062 0.135 -0.160
C -4.017 1.004 2.969 -0.058 -0.026 -0.005
C -3.357 2.390 2.911 0.070 0.051 -0.017
N -1.936 2.046 2.937 -0.117 0.070 -0.192
C -1.723 0.734 2.798 -0.266 0.159 0.355
S -0.194 0.004 2.762 0.377 -0.081 -0.370
H -3.897 -1.670 2.331 0.021 0.023 0.019
H -3.263 -1.604 3.990 -0.011 0.030 -0.002
H -2.154 -1.843 2.629 -0.019 0.014 -0.003
H -4.513 0.816 3.925 0.023 0.002 -0.005
H -4.743 0.858 2.168 -0.006 -0.009 0.032
H -3.614 3.012 3.766 -0.012 -0.011 -0.021
H -3.595 2.923 1.993 -0.026 0.000 -0.076
H -1.212 2.729 2.782 0.116 -0.114 0.034
```
Positions in Å, forces in eV/Å.

The spin multiplicity is 3. As for the net charge: 0. The HOMO energy (spin up / spin down) is -7.71 / -7.70 eV. The HOMO-LUMO gap (spin up / spin down) comes out at 7.270 / 5.900 eV.


no.,DFT total energy (Ha),strongest force on any atom (Eh/bohr)
1,-3891.3803,0.074
2,-3389.6248,0.006
3,-1813.4735,0.016
4,-2565.2144,0.038